Formula: C26H29N3O4S
Source: OMol25
Level of theory: ωB97M-V/def2-TZVPD

Values from the calculation:
ΔE to the lowest compared entry with this formula, charge and spin: 39.8 kcal per mole
Charge: 0

Geometry (Å):
C: -0.297 -5.846 -1.914
C: 0.349 -4.948 -1.197
C: 0.133 -4.744 0.277
N: -0.152 -3.353 0.586
C: -1.450 -2.967 0.663
C: -1.864 -1.705 0.918
C: -0.902 -0.660 1.241
O: -1.199 0.472 1.590
C: 0.500 -1.096 1.091
C: 1.505 -0.146 1.282
C: 2.823 -0.480 1.100
C: 3.173 -1.773 0.737
C: 2.203 -2.734 0.567
C: 0.845 -2.418 0.741
H: 2.507 -3.730 0.288
H: 4.218 -2.004 0.607
S: 4.110 0.759 1.238
O: 3.720 1.721 2.227
O: 5.367 0.083 1.381
N: 4.042 1.425 -0.287
C: 3.084 2.487 -0.497
C: 1.980 2.062 -1.464
H: 1.452 1.194 -1.078
H: 2.401 1.807 -2.434
H: 1.273 2.877 -1.595
H: 3.588 3.379 -0.881
H: 2.659 2.733 0.478
C: 5.243 1.395 -1.091
C: 6.285 2.422 -0.655
H: 5.891 3.433 -0.724
H: 7.167 2.348 -1.286
H: 6.567 2.225 0.376
H: 4.956 1.550 -2.136
H: 5.661 0.393 -0.986
H: 1.218 0.849 1.585
C: -3.332 -1.446 1.083
O: -3.994 -2.117 1.859
N: -3.876 -0.460 0.347
C: -3.206 0.289 -0.695
C: -3.256 1.750 -0.349
C: -2.155 2.585 -0.356
C: -2.300 3.910 0.019
C: -3.538 4.392 0.406
C: -4.641 3.555 0.418
C: -4.505 2.231 0.037
C: -5.637 1.248 -0.002
C: -5.238 -0.065 0.675
H: -5.294 0.038 1.763
H: -5.927 -0.869 0.387
H: -5.895 1.052 -1.049
H: -6.523 1.649 0.489
H: -5.607 3.931 0.725
H: -3.645 5.424 0.707
H: -1.442 4.566 0.020
H: -1.188 2.200 -0.643
H: -2.181 -0.060 -0.808
H: -3.735 0.110 -1.644
H: -2.183 -3.746 0.503
H: 1.016 -5.060 0.840
H: -0.710 -5.350 0.615
H: 1.073 -4.288 -1.655
H: -0.115 -5.969 -2.967
H: -1.026 -6.508 -1.475

Atoms 1-3, force components in eV/Å:
C 0.00 -0.07 -0.07
C 0.02 0.09 0.22
C 0.19 -0.40 -0.24